# C8H12N2

A single C8H12N2 molecule at a distorted geometry (ωB97M-V/def2-TZVPD, OMol25).

Bonds (Å) are listed after each position.
CARTESIAN COORDINATES (ANGSTROEM)
1 C -2.99 1.20 0.68  C2 1.519, H11 1.058, H12 1.074, H13 1.087
2 C -2.27 0.12 1.48  C1 1.519, C3 1.513, H14 1.066, H15 1.071
3 C -1.36 -0.81 0.72  C2 1.513, N4 1.329, C7 1.554
4 N -1.74 -1.97 0.18  C3 1.329, N5 1.341
5 N -0.60 -2.56 -0.23  N4 1.341, C6 1.300
6 C 0.49 -1.96 0.13  N5 1.300, C7 1.454, C8 1.387
7 C 0.18 -0.71 0.83  C3 1.554, C6 1.454, C8 1.863, H16 1.159
8 C 1.44 -1.15 -0.48  C6 1.387, C7 1.863, C9 1.544, C10 1.433
9 C 2.87 -0.99 0.07  C8 1.544, H17 1.122, H18 1.108, H19 1.071
10 C 1.36 -1.01 -1.91  C8 1.433, H20 1.129, H21 1.082, H22 1.173
11 H -2.17 1.74 0.28  C1 1.058
12 H -3.50 1.98 1.22  C1 1.074
13 H -3.69 0.87 -0.08  C1 1.087
14 H -2.87 -0.64 1.91  C2 1.066
15 H -1.73 0.48 2.33  C2 1.071
16 H 0.67 0.03 1.57  C7 1.159
17 H 3.51 -0.16 -0.32  C9 1.122
18 H 3.40 -1.93 -0.13  C9 1.108
19 H 2.83 -0.85 1.14  C9 1.071
20 H 2.14 -0.36 -2.40  C10 1.129
21 H 0.40 -0.57 -2.15  C10 1.082
22 H 1.35 -2.06 -2.43  C10 1.173

## Properties
relative energy (zero: lowest compared OMol25 entry of this formula, charge and spin) = 115.43 kcal per mole
SMILES = CCC1=NN=C2[C@H]1C2(C)C
net charge = 0
spin multiplicity = 1
gap between HOMO and LUMO = 9.18 eV
E_HOMO = -8.78 eV


# C3H5N3

A single C3H5N3 molecule at a distorted geometry (ωB97M-V/def2-TZVPD, OMol25).

Bonds (Å) are listed after each position.
CARTESIAN COORDINATES (ANGSTROEM)
1 C 1.42 0.32 -0.83  C2 1.514, H7 1.094, H8 1.098, H9 1.103
2 C 0.13 0.05 -0.07  C1 1.514, C3 1.424, N6 1.319
3 C -0.29 -1.03 0.76  C2 1.424, N4 1.335, H10 1.103
4 N -1.55 -0.83 1.13  C3 1.335, N5 1.353
5 N -1.90 0.30 0.46  N4 1.353, N6 1.335, H11 1.029
6 N -0.89 0.87 -0.20  C2 1.319, N5 1.335
7 H 2.29 0.18 -0.19  C1 1.094
8 H 1.52 -0.36 -1.69  C1 1.098
9 H 1.47 1.34 -1.24  C1 1.103
10 H 0.34 -1.89 1.06  C3 1.103
11 H -2.54 1.03 0.80  N5 1.029

## Properties
relative energy (zero: lowest compared OMol25 entry of this formula, charge and spin) = 24.53 kcal per mole
SMILES = Cc1cn[nH]n1
net charge = 0
spin multiplicity = 1
gap between HOMO and LUMO = 11.03 eV
E_HOMO = -9.92 eV